# 1
Formula: InNO3
Source: OMol25
Level of theory: ωB97M-V/def2-TZVPD

Computed properties:
Orbital gap (alpha / beta) in hartree: 0.4057 / 0.3061
Charge: +1
Lowest unoccupied orbital energy (alpha / beta) in eV: -5.63 / -8.15
E_tot in eV: -12792.91712
E_HOMO (alpha / beta) in eV: -16.7 / -16.5
Spin multiplicity: 2
<S²>: 0.757

CARTESIAN COORDINATES (ANGSTROEM)
In  -2.19685  2.36837  -0.19772
N  0.55681  -0.64937  0.04709
O  1.22969  -0.30903  1.01866
O  -0.55017  -0.12325  0.05214
O  0.96054  -1.28674  -0.92016

=====

# 2
Formula: C3H8N2O
Source: OMol25
Level of theory: ωB97M-V/def2-TZVPD

Computed properties:
SMILES: C=NC.NC=O
Orbital gap in hartree: 0.3530
Charge: 0
Lowest unoccupied orbital energy in eV: 0.41
E_tot in eV: -8266.54075
E_HOMO in eV: -9.2

CARTESIAN COORDINATES (ANGSTROEM)
C  1.63443  1.35240  -1.14466
N  1.30791  0.29551  -0.52491
C  0.71389  -0.76367  -1.37881
H  1.28115  2.34034  -0.83845
H  2.24015  1.30826  -2.06320
H  1.36517  -1.63222  -1.52690
H  0.43441  -0.37995  -2.35398
H  -0.18002  -1.13595  -0.88036
N  -0.87015  0.07746  1.65062
C  -2.05016  -0.53495  1.89494
O  -2.52565  -1.40248  1.19836
H  -0.65037  0.95749  2.08134
H  -0.13516  -0.34089  1.09952
H  -2.56561  -0.14134  2.78651

=====

# 3
Formula: C29H19Cl4N3O4Pd
Source: OMol25
Level of theory: ωB97M-V/def2-TZVPD

Computed properties:
Orbital gap in hartree: 0.2347
Charge: 0
Lowest unoccupied orbital energy in eV: -0.92
E_tot in eV: -96610.44350
E_HOMO in eV: -7.3

CARTESIAN COORDINATES (ANGSTROEM)
Pd  -0.38087  -0.39646  1.66276
C  0.21892  -4.66156  1.35202
O  -0.43185  -4.20453  0.13391
C  -0.43604  -2.87856  0.19711
N  0.20462  -2.32233  1.15279
C  0.82671  -3.38686  1.96733
C  2.33217  -3.28895  1.90943
C  3.04668  -2.94394  3.04797
C  4.42991  -2.82328  3.00130
C  5.10420  -3.04750  1.81177
C  4.39323  -3.39112  0.66774
C  3.01397  -3.51036  0.71693
C  -1.22187  -2.09849  -0.78018
C  -2.38492  -2.56388  -1.36998
C  -3.14010  -1.64970  -2.09360
C  -2.71697  -0.33092  -2.17847
C  -1.53273  0.02657  -1.54456
N  -0.78393  -0.85153  -0.88577
C  -1.04002  1.43152  -1.52180
N  -0.09688  1.84855  -0.79352
C  0.01000  3.28959  -1.02971
C  -1.07325  3.58320  -2.10215
O  -1.69396  2.28912  -2.32998
C  1.39670  3.70337  -1.47060
C  2.33750  2.77402  -1.89319
C  3.58482  3.19239  -2.34022
C  3.90245  4.54180  -2.37053
C  2.96804  5.47575  -1.94216
C  1.72552  5.05638  -1.49209
H  0.95772  -5.40914  1.07751
H  -0.55029  -5.10372  1.98164
H  0.50166  -3.26479  3.00000
H  2.51838  -2.76455  3.97739
H  4.97708  -2.55238  3.89471
H  6.18142  -2.95342  1.77246
H  4.91517  -3.56218  -0.26464
H  2.46793  -3.76824  -0.18495
H  -2.70465  -3.58765  -1.23848
H  -4.06726  -1.95706  -2.55796
H  -3.29914  0.41689  -2.69808
H  -0.22901  3.79860  -0.09341
H  -0.65676  3.93236  -3.04541
H  -1.84820  4.25789  -1.75659
H  2.09395  1.72040  -1.85827
H  4.31081  2.45735  -2.66459
H  4.87444  4.86599  -2.71933
H  3.20980  6.53090  -1.95335
H  1.00206  5.78845  -1.14850
Cl  -6.78500  -0.09967  0.52903
C  -5.20076  0.34442  1.04706
C  -4.80710  1.67319  1.06455
Cl  -5.90176  2.91893  0.58710
C  -3.50166  2.00747  1.45091
Cl  -2.99435  3.65895  1.54093
C  -2.58422  1.02868  1.80391
O  -1.30095  1.28184  2.08117
C  -3.00633  -0.31775  1.82393
O  -2.09794  -1.23476  2.17240
C  -4.29546  -0.64803  1.44473
Cl  -4.74162  -2.32125  1.45158

=====

# 4
Formula: C4H6N2
Source: OMol25
Level of theory: ωB97M-V/def2-TZVPD

Computed properties:
SMILES: N#CCN1CC1
Orbital gap in hartree: 0.3981
Charge: 0
Lowest unoccupied orbital energy in eV: 0.94
E_tot in eV: -7223.39874
E_HOMO in eV: -9.9

CARTESIAN COORDINATES (ANGSTROEM)
N  0.59432  -1.10638  -2.50359
C  -0.23408  -0.67442  -1.82438
C  -1.04615  -0.17440  -0.73094
N  -0.34285  -0.48937  0.56908
C  0.08819  0.66297  1.36787
C  1.08553  -0.14033  0.63793
H  -1.23162  0.89234  -0.96423
H  -2.01017  -0.69586  -0.80519
H  -0.01567  0.60961  2.45260
H  -0.13330  1.63090  0.92662
H  1.48404  0.32806  -0.26692
H  1.76175  -0.84312  1.14114

=====

# 5
Formula: C24H33NO3
Source: OMol25
Level of theory: ωB97M-V/def2-TZVPD

Computed properties:
SMILES: CC(C)Oc1ccc(CN2CCC[C@@](CO)(Cc3ccccc3)C2)cc1CO
Orbital gap in hartree: 0.3268
Charge: 0
Lowest unoccupied orbital energy in eV: 0.64
E_tot in eV: -33056.60209
E_HOMO in eV: -8.2

CARTESIAN COORDINATES (ANGSTROEM)
C  -5.94690  -2.95853  0.80770
C  -5.54167  -1.49139  0.91611
C  -6.72177  -0.57071  0.60388
O  -4.48806  -1.30199  -0.01935
C  -3.63876  -0.24230  0.10007
C  -3.67347  0.72055  1.09928
C  -2.72543  1.73255  1.13347
C  -1.74963  1.82800  0.15862
C  -0.69595  2.90143  0.17885
N  0.59028  2.36569  -0.22878
C  1.58241  3.39531  -0.45505
C  2.82106  2.77969  -1.09844
C  3.37918  1.65979  -0.22491
C  2.30185  0.63448  0.14614
C  1.86317  -0.17054  -1.09409
O  0.98631  -1.22327  -0.75234
C  2.82364  -0.33242  1.23296
C  4.05948  -1.08020  0.82730
C  3.95685  -2.27412  0.12223
C  5.09060  -2.96188  -0.27114
C  6.34705  -2.47025  0.04085
C  6.46079  -1.28929  0.75342
C  5.32498  -0.60172  1.14374
C  1.08859  1.38240  0.71464
C  -1.73631  0.88018  -0.85787
C  -2.64116  -0.15928  -0.88458
C  -2.56646  -1.22611  -1.94327
O  -1.29317  -1.20689  -2.56087
H  -6.74965  -3.17664  1.50600
H  -5.09699  -3.59759  1.03199
H  -6.28412  -3.17263  -0.20301
H  -5.17242  -1.29866  1.93354
H  -6.41277  0.47160  0.61569
H  -7.11208  -0.80072  -0.38464
H  -7.50996  -0.71373  1.33807
H  -4.42149  0.68948  1.87580
H  -2.75921  2.45421  1.93734
H  -0.96904  3.68573  -0.53704
H  -0.65462  3.36533  1.18240
H  1.15659  4.15043  -1.12211
H  1.86803  3.89757  0.48980
H  2.55449  2.38927  -2.08052
H  3.57988  3.55254  -1.23777
H  4.20718  1.16457  -0.73561
H  3.76865  2.09794  0.69782
H  2.75581  -0.60087  -1.56954
H  1.38944  0.51138  -1.80205
H  0.15796  -1.11815  -1.24202
H  3.02509  0.24186  2.14056
H  2.02459  -1.04543  1.44103
H  2.97616  -2.65772  -0.11606
H  4.99528  -3.88792  -0.82036
H  7.23335  -3.00770  -0.26439
H  7.43774  -0.90337  1.00827
H  5.42469  0.31581  1.70671
H  0.29357  0.66226  0.91736
H  1.36963  1.86256  1.67192
H  -0.98470  0.94937  -1.62642
H  -2.75673  -2.20005  -1.47330
H  -3.35572  -1.05591  -2.69152
H  -1.23618  -1.94398  -3.17655

=====

# 6
Formula: C8H9N4
Source: OMol25
Level of theory: ωB97M-V/def2-TZVPD

Computed properties:
Orbital gap in hartree: 0.3149
Charge: +1
Lowest unoccupied orbital energy in eV: -4.31
E_tot in eV: -14391.65415
E_HOMO in eV: -12.9

CARTESIAN COORDINATES (ANGSTROEM)
C  3.05867  0.69660  -0.59074
C  3.16783  -0.59662  -0.36868
C  1.78710  1.25400  -0.39389
C  2.18185  -1.47659  -0.05843
C  -0.63200  0.87044  0.11873
C  -0.17964  -1.76774  0.34397
C  0.75128  0.44266  0.06161
C  0.90981  -0.96937  0.30756
N  -1.63383  0.06439  0.24926
N  -1.40095  -1.25246  0.38185
N  -3.61386  -0.16103  0.07118
N  -3.99215  0.42665  -0.93220
H  3.86225  1.33982  -0.84319
H  4.20427  -1.04276  -0.62504
H  1.59392  2.33073  -0.65895
H  2.44483  -2.57581  -0.10109
H  -0.83783  1.97655  0.10888
H  -0.11807  -2.81125  0.44058
H  -3.18778  -1.13496  0.12901
H  -3.99544  0.06616  0.96948
H  -3.63893  -0.02230  -1.81787

=====

# 7
Formula: C3H8N3S
Source: OMol25
Level of theory: ωB97M-V/def2-TZVPD

Computed properties:
SMILES: C[C@@H]1NSNC1=[NH2+]
Orbital gap in hartree: 0.3164
Charge: +1
Lowest unoccupied orbital energy in eV: -4.46
E_tot in eV: -18537.71417
E_HOMO in eV: -13.1

CARTESIAN COORDINATES (ANGSTROEM)
C  0.35037  1.44907  0.79703
C  0.67222  0.37134  -0.24108
N  0.58357  0.47975  -1.67208
S  -1.37904  0.21205  -2.07168
N  -1.35523  -0.77218  -0.65079
C  -0.19472  -0.83999  -0.00369
N  0.01910  -1.81692  0.85114
H  -0.79592  1.81821  0.71157
H  0.76353  2.40350  0.61706
H  0.67413  1.12210  1.76305
H  1.73631  0.00218  -0.00801
H  0.75542  1.34937  -2.21840
H  -1.99764  -1.65123  -0.57789
H  0.82834  -1.73288  1.44437
H  -0.66043  -2.39437  1.25940